Record 1
{
  "formula": "C21H43AuN2OP3",
  "method": "ωB97M-V/def2-TZVPD",
  "spin_multiplicity": 3,
  "charge": 3,
  "de_lowest_kj_mol": 115.3,
  "energy_ha": -2169.435425,
  "orbital_gap_ev": [7.6, 5.7],
  "e_homo_ev": [-16.4, -17.0],
  "elements": ["Au", "P", "P", "P", "H", "C", "C", "H", "C", "C", "C", "C", "C", "C", "C", "C", "C", "H", "H", "H", "H", "H", "H", "H", "H", "H", "H", "H", "H", "H", "H", "H", "H", "H", "H", "H", "H", "H", "H", "H", "H", "H", "H", "H", "H", "H", "C", "C", "C", "C", "C", "C", "O", "H", "H", "H", "H", "H", "H", "C", "N", "C", "C", "N", "C", "H", "H", "H", "H", "H", "H"],
  "coordinates": [[0.808, -0.164, 0.479], [2.168, -1.021, 2.233], [1.815, 1.950, 0.269], [-0.490, -2.154, 0.050], [1.216, 2.410, -3.584], [0.366, 1.797, -3.894], [-0.928, 2.422, -3.454], [-0.944, 3.065, -2.562], [3.460, -2.125, 1.576], [3.043, 0.282, 3.151], [1.329, -1.975, 3.535], [1.006, 2.902, -1.022], [1.594, 3.133, 1.619], [3.554, 1.875, -0.285], [-1.973, -2.044, -1.001], [-1.266, -2.902, 1.526], [0.511, -3.514, -0.634], [0.393, 1.705, -5.000], [-1.243, 3.081, -4.277], [4.104, -2.454, 2.403], [4.061, -1.578, 0.837], [2.998, -3.001, 1.102], [3.618, -0.203, 3.953], [2.320, 0.972, 3.608], [3.727, 0.835, 2.493], [1.319, -3.038, 3.264], [0.300, -1.622, 3.683], [1.889, -1.840, 4.471], [0.810, 3.937, -0.707], [0.054, 2.389, -1.220], [1.651, 2.891, -1.910], [1.877, 4.116, 1.213], [2.199, 2.874, 2.492], [0.528, 3.161, 1.884], [4.050, 2.840, -0.084], [3.568, 1.680, -1.370], [4.095, 1.064, 0.223], [-2.676, -2.841, -0.720], [-1.726, -2.133, -2.063], [-2.472, -1.082, -0.846], [-2.081, -3.561, 1.193], [-1.700, -2.116, 2.153], [-0.543, -3.476, 2.114], [-0.097, -4.409, -0.819], [1.319, -3.779, 0.059], [0.961, -3.196, -1.582], [-2.029, 0.299, -3.875], [-0.768, -0.328, -3.701], [-0.623, -1.587, -4.383], [-1.715, -2.209, -4.948], [-2.989, -1.586, -4.924], [-3.159, -0.314, -4.394], [-2.085, 1.510, -3.256], [-0.762, -0.149, -2.593], [0.507, 0.710, -3.567], [0.383, -2.017, -4.477], [-1.622, -3.218, -5.398], [-3.870, -2.051, -5.355], [-4.081, 0.284, -4.300], [-2.290, 1.712, 5.022], [-2.099, 1.302, 3.629], [-3.052, 1.316, 2.616], [-2.408, 0.922, 1.472], [-1.093, 0.672, 1.773], [-0.928, 0.912, 3.076], [-3.332, 1.547, 5.320], [-1.622, 1.126, 5.662], [-2.042, 2.773, 5.153], [-4.076, 1.588, 2.774], [-2.803, 0.810, 0.462], [-0.016, 0.819, 3.663]],
  "lowdin_spin": [0.3822, 0.1849, 0.0848, 0.0704, 0.0131, 0.1185, 0.0114, 0.0003, 0.0189, 0.0267, 0.0374, 0.0446, 0.0004, 0.0081, 0.0315, -0.0022, 0.0060, 0.0001, 0.0007, 0.0060, -0.0001, 0.0001, 0.0072, 0.0005, -0.0001, 0.0002, 0.0022, 0.0078, 0.0050, 0.0111, 0.0011, 0.0005, -0.0001, 0.0002, 0.0019, 0.0004, 0.0001, 0.0043, 0.0006, 0.0014, -0.0003, 0.0001, -0.0001, 0.0011, -0.0002, 0.0009, 0.1320, 0.3726, 0.0352, 0.0755, 0.1241, 0.0047, 0.0715, 0.0143, 0.0364, 0.0026, 0.0029, 0.0052, -0.0002, 0.0003, 0.0012, 0.0001, 0.0015, 0.0272, 0.0028, 0.0000, 0.0000, 0.0000, 0.0000, 0.0003, 0.0003]
}

***

Record 2
{
  "formula": "C16H31BN2O4P",
  "method": "ωB97M-V/def2-TZVPD",
  "charge": 1,
  "energy_ha": -1404.723278,
  "orbital_gap_ev": 7.9,
  "e_homo_ev": -11.2,
  "elements": ["C", "C", "O", "B", "O", "P", "C", "C", "C", "C", "C", "C", "C", "C", "H", "H", "H", "H", "H", "H", "H", "H", "H", "H", "H", "H", "H", "H", "H", "H", "H", "C", "O", "N", "C", "C", "H", "H", "H", "H", "H", "H", "H", "C", "O", "N", "C", "C", "H", "H", "H", "H", "H", "H", "H"],
  "coordinates": [[-4.329, 3.380, -0.616], [-4.013, 2.080, -1.463], [-4.580, 0.928, -0.758], [-3.546, 0.172, -0.199], [-3.283, -1.149, -0.545], [-2.373, 0.881, 1.190], [-1.000, -0.326, 1.535], [0.442, 0.304, 1.480], [0.678, 1.239, 0.260], [0.095, 1.049, -1.069], [0.435, 1.999, -2.145], [1.333, 3.114, -1.886], [1.922, 3.333, -0.563], [1.590, 2.375, 0.477], [-5.047, 3.198, 0.230], [-3.373, 3.744, -0.154], [-4.818, 4.164, -1.257], [-2.895, 2.007, -1.585], [-4.526, 2.207, -2.453], [-4.114, -1.539, -0.891], [-3.203, 0.939, 2.358], [-1.945, 2.197, 0.885], [-1.037, -1.248, 0.894], [-1.151, -0.693, 2.592], [0.640, 0.899, 2.410], [1.198, -0.520, 1.457], [-0.593, 0.190, -1.243], [0.007, 1.885, -3.165], [1.585, 3.845, -2.684], [2.592, 4.193, -0.358], [2.058, 2.507, 1.487], [5.516, 1.569, 1.469], [4.338, 1.381, 1.718], [6.114, 1.293, 0.289], [7.525, 1.544, 0.062], [5.318, 0.727, -0.785], [6.207, 1.995, 2.215], [7.636, 2.245, -0.769], [8.021, 0.604, -0.189], [7.992, 1.967, 0.950], [4.504, 1.412, -1.030], [4.887, -0.220, -0.454], [5.934, 0.560, -1.667], [-1.696, -5.274, 1.420], [-1.572, -4.443, 2.302], [-2.620, -5.225, 0.432], [-2.715, -6.246, -0.594], [-3.544, -4.108, 0.405], [-1.041, -6.158, 1.358], [-2.567, -5.787, -1.574], [-3.706, -6.704, -0.554], [-1.961, -7.017, -0.444], [-2.978, -3.182, 0.324], [-4.113, -4.090, 1.337], [-4.227, -4.197, -0.440]],
  "lowdin_charge": [-0.0686, -0.2033, 0.0008, -0.6934, 0.1088, 1.1634, -0.3176, -0.1907, -0.2377, -0.0607, -0.0723, -0.0773, -0.0554, -0.0409, 0.0927, 0.0644, 0.0898, 0.1062, 0.1394, 0.1360, 0.0483, 0.0384, 0.1027, 0.1099, 0.1225, 0.1361, 0.0990, 0.1001, 0.1011, 0.1086, 0.1033, -0.3396, -0.0108, -0.1983, -0.0530, -0.0368, 0.1353, 0.0914, 0.0922, 0.0859, 0.0817, 0.0935, 0.0892, -0.3454, 0.0024, -0.1996, -0.0516, -0.0487, 0.1361, 0.0899, 0.0926, 0.0874, 0.0594, 0.1016, 0.0917]
}

***

Q: Which value of charge does entry 2 give?
A: +1